Entry one
Computed, not measured: a cluster of 2 separate species, CH4NO3 in total, with ωB97M-V with the def2-TZVPD basis set.

Last column: Mulliken charge in e.
Geometry (Å):
C1 1.881 0.060 0.138  -0.434
N1 1.473 -1.141 0.284  -0.369
O1 0.315 -1.675 -0.160  -0.594
O2 -2.416 -0.810 0.328  -0.405
O3 -1.529 -0.105 -0.505  -0.507
H1 2.934 -0.044 0.525  0.249
H2 1.387 0.947 -0.173  0.321
H3 -0.739 -0.823 -0.550  0.399
H4 -1.651 -1.238 0.725  0.340

Summary:
Total charge   -1
Orbital gap   7.965 eV

Entry two
Computed, not measured: a cluster of 2 separate species, CH4NO3 in total, with ωB97M-V with the def2-TZVPD basis set.

Last column: Mulliken charge in e.
Geometry (Å):
N1 -1.099 0.760 -1.462  -0.408
C1 -0.159 -0.107 -0.841  0.608
O1 -0.394 -0.412 0.353  -0.827
O2 0.792 -0.462 -1.569  -0.741
H1 -1.158 0.766 -2.461  0.173
H2 -1.777 1.267 -0.918  0.169
H3 1.404 -0.031 2.826  0.272
H4 0.825 -0.926 1.715  0.430
O3 1.565 -0.856 2.357  -0.676

Summary:
Total charge   -1
Orbital gap   8.453 eV

Verdict on stability: entry two comes out on top.

Entry one
Computed, not measured: a structure of composition C5H11O4Yb, with ωB97M-V with the def2-TZVPD basis set.

Last column: Löwdin spin population.
Geometry (Å):
C1 -2.256 -0.870 2.067  0.000
O1 -1.769 -1.950 1.341  0.000
H1 -3.191 -1.202 2.550  0.000
H2 -1.516 -0.463 2.776  0.000
H3 -2.424 0.002 1.407  0.000
O2 1.361 2.986 -0.870  0.016
C2 1.402 2.475 -2.099  0.002
C3 0.370 0.934 -2.119  0.005
O3 0.696 0.239 -1.016  -0.003
C4 -0.298 -1.516 0.279  0.000
C5 0.866 -1.483 1.271  0.002
O4 1.119 -0.213 1.769  0.004
Yb1 1.200 1.613 0.776  0.972
H4 2.388 2.065 -2.390  0.000
H5 0.967 3.105 -2.895  0.001
H6 0.593 0.414 -3.065  0.000
H7 -0.657 1.339 -2.084  0.000
H8 -0.256 -2.446 -0.310  0.000
H9 -1.017 -0.873 -0.254  0.000
H10 1.742 -1.952 0.776  0.000
H11 0.681 -2.205 2.091  0.000

Summary:
⟨S²⟩   0.7512
Total charge   0
Orbital gap (alpha / beta)   5.652 / 5.673 eV
2S+1   2

Entry two
Computed, not measured: a structure of composition C5H11O4Yb, with ωB97M-V with the def2-TZVPD basis set.

Last column: Löwdin spin population.
Geometry (Å):
O1 -2.287 -0.549 -0.016  0.016
C1 -2.022 -0.263 1.176  0.004
C2 -0.689 -0.272 1.707  0.001
O2 0.288 -0.388 0.704  0.007
C3 0.905 0.839 0.321  0.001
C4 1.367 0.721 -1.106  0.002
O3 0.237 0.399 -1.899  0.017
C5 0.474 0.505 -3.292  0.013
Yb1 -0.783 -1.804 -1.186  0.927
H1 -2.842 -0.041 1.882  0.000
H2 -0.457 -1.262 2.828  0.000
H3 1.762 1.050 0.979  0.000
H4 0.176 1.658 0.412  0.000
H5 2.134 -0.065 -1.215  0.001
H6 1.801 1.680 -1.429  0.000
H7 -0.414 0.118 -3.806  0.009
H8 0.633 1.558 -3.568  0.000
H9 1.352 -0.092 -3.587  0.002
H10 -0.496 0.536 2.436  0.000
O4 -0.172 -2.006 4.112  -0.001
H11 -0.969 -2.319 4.549  0.000

Summary:
⟨S²⟩   0.7684
Total charge   0
Orbital gap (alpha / beta)   6.101 / 5.461 eV
2S+1   2

Entry three
Computed, not measured: a structure of composition C5H11O4Yb, with ωB97M-V with the def2-TZVPD basis set.

Last column: Löwdin spin population.
Geometry (Å):
O1 -1.655 1.768 -0.090  0.000
C1 -1.016 2.034 0.926  0.000
C2 -0.313 0.996 1.706  0.000
O2 -0.324 -0.240 1.027  0.000
C3 0.842 -0.469 0.238  0.000
C4 0.501 -1.452 -0.849  0.000
O3 -0.582 -0.915 -1.592  0.000
C5 -0.848 -1.608 -2.799  0.000
Yb1 -2.570 -0.440 -0.205  1.000
H1 -0.966 3.071 1.307  0.000
H2 -0.826 0.873 2.675  0.000
H3 1.651 -0.866 0.868  0.000
H4 1.176 0.477 -0.213  0.000
H5 0.216 -2.432 -0.429  0.000
H6 1.378 -1.592 -1.500  0.000
H7 -1.715 -1.129 -3.268  0.000
H8 0.020 -1.538 -3.470  0.000
H9 -1.078 -2.666 -2.599  0.000
H10 0.773 1.409 2.042  0.000
O4 2.381 2.214 2.757  0.000
H11 2.958 2.505 3.468  0.000

Summary:
⟨S²⟩   0.7514
Total charge   0
Orbital gap (alpha / beta)   5.591 / 3.536 eV
2S+1   2

Verdict on stability: entry one comes out on top.

Entry one
Computed, not measured: a cluster of 2 separate species, CH5O2 in total, with ωB97M-V with the def2-TZVPD basis set.

Last column: Mulliken charge in e.
Geometry (Å):
O1 0.672 -1.189 -1.208  -0.839
H1 1.173 -1.678 -0.549  0.224
C1 -0.810 0.523 0.993  -0.580
O2 0.203 0.860 0.107  -0.778
H2 -1.579 -0.128 0.533  0.194
H3 -1.319 1.406 1.377  0.211
H4 -0.453 -0.067 1.848  0.184
H5 0.484 -0.211 -0.619  0.385

Summary:
Total charge   -1
Orbital gap   8.097 eV

Entry two
Computed, not measured: a cluster of 2 separate species, CH5O2 in total, with ωB97M-V with the def2-TZVPD basis set.

Last column: Mulliken charge in e.
Geometry (Å):
O1 0.371 1.600 -1.381  -0.816
H1 -0.561 1.917 -1.415  0.235
C1 -0.045 -0.803 0.864  -0.421
O2 -0.074 -0.631 -0.526  -0.816
H2 0.757 -1.625 1.152  0.075
H3 -1.063 -1.168 1.332  0.102
H4 0.448 0.170 1.124  0.217
H5 0.165 0.540 -1.149  0.424

Summary:
Total charge   -1
Orbital gap   7.762 eV

Verdict on stability: entry one comes out on top.

Entry one
Computed, not measured: the molecule C8H8N4S, with ωB97M-V with the def2-TZVPD basis set.

Last column: Mulliken charge in e.
Geometry (Å):
C1 -1.513 -3.369 1.058  -1.232
C2 -0.849 -1.946 0.488  0.426
C3 -0.845 -1.606 -0.831  -0.410
C4 -0.195 -0.438 -1.312  -0.190
C5 0.397 0.346 -0.449  0.234
N1 1.229 1.348 -1.178  -0.131
C6 1.374 2.636 -0.929  0.473
N2 1.772 3.694 -1.637  -0.286
N3 1.680 4.810 -0.969  -0.304
N4 1.205 4.760 0.159  -0.085
S1 0.790 3.151 0.671  0.031
C7 0.280 0.157 1.019  -0.305
C8 -0.566 -0.928 1.368  -0.555
H1 -1.001 -3.636 2.043  0.326
H2 -1.277 -4.202 0.476  0.411
H3 -2.596 -3.320 1.594  0.279
H4 -1.253 -2.340 -1.589  0.283
H5 -0.439 -0.151 -2.425  0.257
H6 2.068 0.955 -1.836  0.330
H7 0.386 1.115 1.789  0.158
H8 -0.648 -1.035 2.488  0.291

Summary:
SMILES string   Cc1ccc(Nc2nnns2)cc1
Total charge   0
Orbital gap   9.446 eV

Entry two
Computed, not measured: the molecule C8H8N4S, with ωB97M-V with the def2-TZVPD basis set.

Last column: Mulliken charge in e.
Geometry (Å):
C1 4.608 -0.291 -0.368  -0.429
C2 -3.383 -1.816 0.258  -0.133
C3 3.462 0.364 -0.711  -0.268
C4 -3.415 -0.422 0.530  -0.316
C5 2.984 -1.621 0.114  0.017
C6 -1.548 -1.041 -0.533  0.188
C7 1.055 -0.320 -0.552  -0.318
C8 -1.775 1.267 0.156  -0.353
N1 4.259 -1.562 0.193  -0.551
N2 -2.363 -2.236 -0.366  -0.670
N3 2.375 -0.479 -0.433  0.324
N4 -2.256 0.049 0.119  0.063
S1 0.041 -1.303 0.323  -0.110
H1 5.739 -0.025 -0.360  0.304
H2 -4.320 -2.385 0.647  0.263
H3 3.281 1.306 -1.145  0.459
H4 -4.080 0.102 1.152  0.377
H5 2.287 -2.463 0.369  0.306
H6 -1.321 -0.974 -1.640  0.339
H7 -0.763 1.521 0.096  0.221
H8 -2.526 1.933 0.462  0.285

Summary:
Total charge   0
Orbital gap   7.048 eV

Verdict on stability: entry one comes out on top.

Entry one
Computed, not measured: the molecule CH4N4S, with ωB97M-V with the def2-TZVPD basis set.

Last column: Mulliken charge in e.
Geometry (Å):
C1 -1.063 -1.214 -0.053  -0.085
N1 0.076 -1.151 0.478  -0.124
N2 -0.782 1.393 0.392  -0.490
N3 0.763 -0.059 0.603  -0.284
N4 1.458 0.333 -0.420  -0.093
S1 -1.923 0.350 -0.255  0.034
H1 -1.448 -2.127 -0.486  0.372
H2 -0.869 1.762 1.326  0.213
H3 1.366 0.095 -1.377  0.211
H4 2.422 0.619 -0.210  0.248

Summary:
Total charge   0
Orbital gap (alpha / beta)   8.368 / 8.369 eV

Entry two
Computed, not measured: the molecule CH4N4S, with ωB97M-V with the def2-TZVPD basis set.

Last column: Mulliken charge in e.
Geometry (Å):
S1 2.763 0.406 -0.349  -0.351
N1 1.194 -0.015 -0.347  0.466
N2 0.669 -1.213 -0.278  -0.494
N3 -0.636 -1.083 -0.156  -0.006
C1 -0.935 0.219 0.279  -0.317
N4 0.193 0.893 -0.353  -0.384
H1 -1.135 -1.997 -0.061  0.255
H2 -1.855 0.609 -0.145  0.268
H3 -0.682 0.376 1.436  0.275
H4 0.424 1.805 -0.026  0.287

Summary:
SMILES string   [S-][N+]1=NNCN1
Total charge   0
Orbital gap   7.957 eV

Verdict on stability: entry two comes out on top.

Entry one
Computed, not measured: the molecule C7H10N4O2, with ωB97M-V with the def2-TZVPD basis set.

Last column: Mulliken charge in e.
Geometry (Å):
N1 -2.165 -1.750 1.633  -0.513
C1 -1.679 -1.404 0.632  0.394
C2 -1.089 -1.040 -0.576  0.275
N2 -1.322 0.119 -1.140  0.710
O1 -0.718 0.589 -2.094  -0.668
O2 -2.253 1.015 -0.497  -0.350
C3 -1.488 2.038 0.100  -0.391
C4 -0.689 1.397 1.244  -0.329
N3 0.412 0.729 1.188  -0.334
C5 1.475 0.861 0.263  -0.396
C6 2.047 -0.634 0.061  -0.919
N4 1.097 -1.682 0.082  -0.398
C7 0.124 -1.775 -1.033  -1.024
H1 -2.102 2.703 0.680  0.315
H2 -0.929 2.454 -0.787  0.386
H3 -1.285 1.182 2.163  0.392
H4 2.459 1.322 0.809  0.351
H5 1.472 1.391 -0.648  0.321
H6 2.604 -0.709 -0.838  0.483
H7 2.705 -0.920 0.756  0.514
H8 0.701 -1.746 0.986  0.279
H9 -0.003 -2.799 -1.091  0.376
H10 0.623 -1.339 -1.892  0.524

Summary:
SMILES string   N#C/C1=[N+](/[O-])OC/C=N\CCNC1
Total charge   0
Orbital gap   8.636 eV

Entry two
Computed, not measured: the molecule C7H10N4O2, with ωB97M-V with the def2-TZVPD basis set.

Last column: Mulliken charge in e.
Geometry (Å):
C1 -0.032 -1.054 0.031  -0.060
C2 -0.696 0.194 0.080  0.582
C3 1.301 -0.722 0.147  -0.171
C4 3.637 -0.840 -0.109  0.112
C5 2.577 1.336 0.404  -0.318
C6 -4.302 -0.171 -0.128  -1.385
C7 -2.876 -0.673 0.018  -0.171
N1 0.158 1.193 0.219  -1.178
N2 1.385 0.625 0.284  0.678
N3 2.463 -1.465 0.043  -0.125
N4 2.794 2.392 -0.457  -0.426
O1 4.760 -1.233 -0.222  -0.486
O2 -2.011 0.451 -0.013  -0.325
H1 -0.450 -2.032 -0.069  0.385
H2 3.062 1.359 1.369  0.450
H3 -4.445 0.280 -1.106  0.319
H4 -4.997 -0.998 -0.010  0.403
H5 -4.502 0.580 0.632  0.335
H6 -2.626 -1.365 -0.798  0.281
H7 -2.755 -1.203 0.975  0.351
H8 2.346 -2.457 -0.163  0.237
H9 3.189 3.226 -0.048  0.247
H10 2.021 2.575 -1.080  0.266

Summary:
Total charge   0
Orbital gap (alpha / beta)   7.497 / 7.890 eV

Verdict on stability: entry two comes out on top.